ORCA calculation (wB97M-V/def2-TZVPD) on a molecular structure, C40H36BrN9O3SW at a distorted geometry.

Computed properties:
Net charge   -2
Highest occupied orbital energy (alpha / beta)   -0.929 / -2.255 eV
HOMO-LUMO gap (alpha / beta)   0.1777 / 0.2227 Eh
Electronic energy   -144322.44062 eV
2S+1   3

Each line ends with the Mulliken charge.
Positions of all 91 atoms, in Å:
W: 0.1603 -0.5935 0.4885  0.33
C: -2.2643 1.3258 3.6969  -1.98
C: -1.8000 0.8171 2.3642  0.85
N: -0.8959 -0.2041 2.3523  1.39
N: -0.6850 -0.7060 3.6173  -1.72
C: 0.3349 -1.4772 3.7848  0.57
N: 0.5379 -2.0737 5.0170  -0.59
S: 1.4677 -1.8141 2.5264  -0.49
C: -2.1863 1.3427 1.1234  0.70
C: -3.0433 2.4542 0.9712  -1.10
C: -3.3296 2.9591 -0.2763  -0.77
C: -2.7224 2.3529 -1.3808  -1.08
C: -1.8896 1.2742 -1.1890  0.25
N: -1.6079 0.7190 0.0134  0.85
H: -1.3874 1.5523 4.3059  0.35
H: -2.8374 0.5629 4.2257  0.32
H: -2.8679 2.2194 3.5906  0.51
H: 0.1193 -1.5714 5.7858  0.24
H: 1.4943 -2.3604 5.1633  0.26
H: -3.4498 2.9365 1.8457  0.24
H: -3.9879 3.8082 -0.3931  0.44
H: -2.8940 2.7164 -2.3820  0.55
H: -1.4090 0.8429 -2.0585  -0.59
N: 2.1647 -1.5127 -2.5207  0.35
C: 0.9553 -0.9290 -2.6743  0.13
O: 0.4326 -0.3387 -1.6662  -0.08
C: 0.3385 -1.0053 -3.9433  0.42
C: -0.8306 -0.3281 -4.2760  0.07
N: -1.7754 0.2371 -4.6245  -0.80
C: 0.9032 -1.7836 -4.9493  -0.30
N: 1.3704 -2.4474 -5.7722  -0.76
H: 2.6068 -1.4441 -1.6121  -0.54
H: 2.6425 -1.9539 -3.2880  0.29
C: 1.6166 -4.6881 -2.2324  -1.72
C: 1.3333 -4.7349 -0.7226  1.05
C: 2.1583 -3.6951 0.0131  -1.83
C: -0.1729 -4.6690 -0.5204  -0.28
C: -0.7706 -5.9047 -0.7030  -0.79
C: -2.1365 -6.0853 -0.7778  -1.25
C: -2.9264 -4.9517 -0.7047  -0.58
C: -2.3969 -3.6978 -0.4768  0.42
C: -3.3772 -2.5456 -0.5248  0.36
C: -3.5212 -1.8429 0.8246  -1.35
C: -2.9864 -1.5958 -1.6556  -1.28
C: -0.9747 -3.4863 -0.3051  0.41
N: -0.4756 -2.2921 0.0302  0.62
H: 2.6909 -4.6975 -2.4171  0.41
H: 1.1931 -3.7915 -2.6731  0.36
H: 1.1721 -5.5465 -2.7341  0.45
H: 1.6625 -5.7243 -0.3701  0.51
H: 1.7136 -2.7111 -0.1517  0.12
H: 3.1935 -3.6938 -0.3313  0.35
H: 2.1539 -3.8930 1.0834  0.42
H: -0.1238 -6.7689 -0.8169  0.33
H: -2.5705 -7.0664 -0.9182  0.34
H: -3.9979 -5.0500 -0.8506  0.32
H: -4.3631 -2.9593 -0.7765  0.73
H: -2.5393 -1.5248 1.1816  0.01
H: -3.9477 -2.5283 1.5551  0.46
H: -4.1751 -0.9760 0.7393  0.41
H: -1.9342 -1.3266 -1.5534  -0.10
H: -3.5893 -0.6904 -1.6383  0.48
H: -3.1214 -2.0850 -2.6193  0.56
N: -0.2967 9.3705 0.8177  -0.65
C: -0.1512 8.2193 0.7612  0.07
C: 0.0373 6.8442 0.7152  0.53
C: 0.6421 6.2150 -0.3985  -0.90
C: 0.8492 4.8643 -0.4069  0.02
C: 0.4680 4.0529 0.6825  0.29
C: -0.1406 4.6834 1.7891  -0.25
C: -0.3512 6.0319 1.8072  -0.81
C: 0.6233 2.6643 0.6650  0.25
C: 0.7231 1.4420 0.6983  -0.26
H: 0.9410 6.8258 -1.2427  0.43
H: 1.3063 4.3890 -1.2627  0.62
H: -0.4501 4.0727 2.6266  0.53
H: -0.8183 6.5063 2.6625  0.43
Br: 4.8556 0.3176 -1.9174  -0.19
C: 4.2911 1.6708 -0.7073  0.20
C: 4.5040 2.9941 -1.0615  -0.57
C: 4.1467 3.9899 -0.1739  -0.57
C: 3.6345 3.6563 1.0748  -0.16
C: 3.4353 2.3247 1.4109  -0.44
C: 3.7276 1.3099 0.5088  0.50
C: 3.4227 -0.1581 0.7940  -0.27
O: 4.1326 -0.8000 1.5447  -0.69
O: 2.4198 -0.6155 0.1231  0.24
H: 4.9416 3.2303 -2.0220  0.41
H: 4.2741 5.0281 -0.4504  0.40
H: 3.3671 4.4403 1.7694  0.33
H: 3.0135 2.0747 2.3726  0.30